Molecular formula: C11H58NO17
Method: DFT, ωB97M-V with the def2-TZVPD basis set

Each line ends with the Löwdin charge.
Cartesian coordinates (Å):
C  -0.39  -2.76  1.90  -0.07
C  0.69  -1.68  1.62  -0.27
C  0.63  -0.89  0.38  -0.20
C  -0.67  -0.08  0.24  -0.11
N  -0.79  0.80  -0.97  -0.14
C  -2.02  1.69  -0.94  -0.04
C  -2.41  1.95  -2.41  -0.08
C  -1.82  0.82  -3.21  -0.13
C  -0.84  0.05  -2.33  -0.04
C  0.43  1.67  -1.06  -0.08
C  0.74  2.63  0.14  -0.19
C  2.02  3.28  0.02  -0.08
H  -1.43  -2.42  1.92  0.07
H  -0.06  -3.52  2.70  0.09
H  -0.32  -3.28  0.86  0.08
H  1.73  -2.19  1.54  0.14
H  0.65  -0.99  2.51  0.11
H  0.65  -1.56  -0.59  0.15
H  1.40  -0.31  0.42  0.04
H  -0.89  0.30  1.21  0.12
H  -1.46  -0.74  0.34  0.10
H  -1.94  2.40  -0.27  0.04
H  -2.93  1.17  -0.39  0.18
H  -2.24  2.88  -2.74  0.07
H  -3.50  1.79  -2.60  0.14
H  -1.16  1.07  -3.82  0.04
H  -2.51  0.32  -3.68  0.05
H  0.08  -0.31  -2.81  0.11
H  -1.29  -1.02  -2.08  0.16
H  0.42  2.31  -1.98  0.14
H  1.24  1.12  -1.44  0.10
H  0.80  2.18  1.11  0.11
H  0.06  3.30  0.29  0.04
H  2.09  3.99  -0.73  0.05
H  2.79  2.59  0.01  0.07
H  2.20  3.88  0.87  0.09
O  3.86  -1.99  3.41  -0.11
H  4.27  -1.93  2.43  0.16
H  4.45  -1.99  4.17  0.07
O  -2.95  -2.97  -0.99  -0.08
H  -3.23  -3.19  -1.95  0.07
H  -3.67  -2.32  -0.96  0.02
O  -0.36  -6.68  0.16  -0.07
H  -1.22  -6.44  0.33  -0.04
H  0.00  -5.77  -0.13  0.01
O  1.77  3.88  -3.77  -0.02
H  1.10  4.54  -3.72  0.02
H  1.39  3.41  -4.50  0.02
O  2.36  -4.04  4.25  -0.11
H  3.13  -3.36  4.33  0.03
H  1.58  -3.65  4.67  0.03
O  5.65  3.26  -0.47  0.05
H  6.41  2.91  -0.82  0.00
H  5.11  2.94  -1.07  -0.06
O  0.73  -4.73  -1.29  -0.15
H  1.68  -4.42  -1.16  0.09
H  0.34  -3.99  -2.01  0.12
O  -6.14  1.53  0.31  0.00
H  -5.59  0.83  0.34  -0.05
H  -6.98  1.32  -0.12  0.05
O  2.88  -0.94  -3.01  -0.02
H  3.28  -0.32  -3.62  0.06
H  3.54  -0.79  -2.34  0.06
O  2.36  0.31  4.01  -0.03
H  2.69  -0.54  3.69  -0.01
H  2.31  0.19  4.92  0.01
O  2.03  6.86  -0.95  -0.05
H  2.93  6.92  -1.28  0.04
H  1.46  6.33  -1.51  0.01
O  -2.57  2.01  2.37  -0.08
H  -2.29  2.87  2.02  -0.02
H  -1.89  1.72  2.99  -0.03
O  0.83  -2.69  -3.50  0.03
H  0.36  -2.47  -4.33  0.09
H  1.31  -2.06  -3.27  -0.15
O  -1.24  -6.48  4.60  -0.09
H  -0.87  -7.43  4.29  0.13
H  -0.92  -5.90  3.96  -0.04
O  -0.46  1.68  3.94  -0.02
H  -0.46  2.21  4.68  0.02
H  0.46  1.47  3.59  0.06
O  -1.90  4.65  1.67  -0.08
H  -1.17  5.40  1.47  0.15
H  -2.59  4.87  1.07  0.02
O  -4.38  -1.53  -3.85  -0.09
H  -4.30  -2.48  -4.01  0.03
H  -5.04  -1.42  -3.05  0.11

Properties
* LUMO energy: -2.896 eV
* energy relative to the best compared isomer or geometry (same formula, charge and spin): 131.2 kJ/mol
* net charge: +1
* HOMO: -11.9 eV
* Kohn-Sham gap: 9.053 eV
* E: -48631.7663 eV